C19H26N3O | ωB97M-V/def2-TZVPD

Its charge is +1. The LUMO energy comes out at -4.166 eV. The highest occupied orbital energy comes out at -10.677 eV. The value obtained for the HOMO-LUMO gap is 6.5 eV. The value obtained for the energy above the lowest of the compared OMol25 structures with the same formula, charge and spin is 10.1 kcal per mole.

XYZ file:
```
49
Properties=species:S:1:pos:R:3:forces:R:3:nbo_charge:R:1
C 0.26306 0.32082 3.15087 -0.1 0.2 0.3 -0.414
N -0.86882 0.27585 2.24091 -0.5 -0.2 0.0 -0.461
C -1.72245 -0.92016 2.45103 0.1 0.1 0.2 -0.220
C -3.19400 -0.47051 2.40029 0.0 0.0 0.0 -0.418
C -3.18262 1.07055 2.32398 0.0 0.0 0.1 -0.419
C -1.71018 1.49859 2.30352 0.3 0.0 0.2 -0.222
H 0.92774 1.14995 2.87064 -0.1 -0.1 0.2 0.189
H -0.05198 0.47138 4.20953 0.1 0.0 -0.4 0.180
H 0.84462 -0.60556 3.09654 -0.3 0.2 0.0 0.209
H -1.52152 -1.67894 1.67734 0.1 0.2 0.3 0.187
H -1.51811 -1.37447 3.43814 0.1 0.1 -0.3 0.186
H -3.70160 -0.90535 1.53204 0.0 0.1 0.2 0.204
H -3.72083 -0.78738 3.31081 0.1 -0.1 -0.4 0.222
H -3.70375 1.43807 1.43647 0.0 -0.1 0.2 0.207
H -3.67648 1.48698 3.21045 0.0 0.0 -0.4 0.220
H -1.48111 2.06829 3.21958 0.1 -0.1 -0.2 0.186
H -1.49603 2.15540 1.44789 0.0 -0.1 0.2 0.190
C -1.64281 -0.59333 -2.37689 -0.5 -0.6 0.3 -0.421
N -1.02324 0.40927 -3.23348 0.4 0.6 -0.4 -0.275
C -1.45528 0.68394 -4.52632 0.4 0.0 0.6 -0.027
C -0.69430 1.70244 -4.99857 0.2 -0.1 0.8 -0.038
N 0.19038 2.05619 -3.98378 -0.9 -0.9 0.0 -0.252
C 1.15491 3.13114 -4.11393 0.4 0.6 -0.2 -0.425
C -0.01810 1.25731 -2.91513 -0.9 0.4 -1.8 0.342
C 0.69949 1.33565 -1.64055 1.3 1.3 2.6 0.463
C 1.02354 0.05468 -1.01155 -0.1 0.6 -0.2 -0.391
C 1.45224 0.01388 0.27998 1.2 0.1 -1.1 0.026
C 2.18798 -1.13576 0.80612 -0.1 -1.2 0.6 -0.133
C 2.99788 -1.10445 1.97462 -0.3 0.1 -0.6 -0.159
C 3.52146 -2.28389 2.50747 -0.1 -0.1 -0.1 -0.214
C 3.14318 -3.52897 1.97639 -0.3 0.4 -0.2 -0.165
C 2.40379 -3.57964 0.78611 0.1 0.3 0.0 -0.217
C 2.00926 -2.38818 0.17383 -0.2 -0.1 0.4 -0.153
O 1.04961 2.44618 -1.17708 -1.1 -2.0 -1.3 -0.518
H -1.66963 -0.28265 -1.32183 0.1 0.0 -0.5 0.254
H -2.67170 -0.72862 -2.74107 0.4 0.0 0.2 0.235
H -1.12107 -1.55971 -2.44644 -0.1 0.4 0.0 0.230
H -2.26255 0.12416 -4.96739 0.0 0.1 0.0 0.254
H -0.72689 2.21591 -5.94410 0.1 0.0 0.0 0.259
H 1.71165 3.25827 -3.18705 -0.2 -0.1 -0.1 0.268
H 1.84891 2.90513 -4.93312 -0.3 0.1 0.2 0.229
H 0.59426 4.04702 -4.33251 0.3 -0.1 0.1 0.235
H 1.03676 -0.79079 -1.70864 0.1 0.2 0.5 0.209
H 1.42049 0.93854 0.85729 0.0 -0.3 -0.2 0.244
H 3.19210 -0.13753 2.44648 0.0 -0.4 -0.1 0.226
H 4.21854 -2.24245 3.35021 -0.5 0.0 -0.2 0.233
H 3.36997 -4.45507 2.50347 0.2 0.3 -0.2 0.231
H 2.11927 -4.54231 0.34221 0.2 0.5 0.2 0.229
H 1.45393 -2.41987 -0.76478 0.1 -0.2 0.4 0.197
```
Positions in Å, forces in eV/Å.